No. 1
Below is the ion C6H10N with charge +1 at a distorted geometry, with properties calculated with ωB97M-V/def2-TZVPD.

Properties
- 2S+1: 1
- Total charge: +1
- Gap between HOMO and LUMO (alpha / beta): 8.4 / 8.4 eV
- HOMO level (alpha / beta): -12.9 / -12.9 eV
- Lowest unoccupied orbital energy (alpha / beta): -4.5 / -4.5 eV
- E_tot: -289.00879 Ha
- ΔE to the lowest compared entry with this formula, charge and spin: 194.8 kJ/mol

XYZ file:
```
17
C6H10N | the OMol25 dataset | ωB97M-V/def2-TZVPD
C 0.915 -1.454 -0.121
C -0.374 -1.894 -0.192
C 0.950 -0.059 -0.302
C 2.160 0.928 -0.378
C -1.295 -0.714 -0.442
C -0.766 1.167 0.897
N -0.431 0.498 -0.347
H 1.800 -1.985 0.225
H -0.801 -2.877 -0.046
H 1.757 1.869 -0.394
H 3.191 0.906 -0.201
H -1.899 -0.846 -1.332
H -2.033 -0.604 0.345
H -0.916 0.492 1.674
H 0.111 1.775 1.218
H -1.730 1.757 0.585
H -0.641 1.040 -1.188
```

No. 2
Below is a structure of composition C6H10N at a distorted geometry, with properties calculated with ωB97M-V/def2-TZVPD.

Properties
- 2S+1: 3
- Total charge: +1
- Gap between HOMO and LUMO (alpha / beta): 5.5 / 9.2 eV
- HOMO level (alpha / beta): -9.1 / -14.9 eV
- Lowest unoccupied orbital energy (alpha / beta): -3.7 / -5.7 eV
- E_tot: -288.80160 Ha
- ΔE to the lowest compared entry with this formula, charge and spin: 544.2 kJ/mol

XYZ file:
```
17
C6H10N | the OMol25 dataset | ωB97M-V/def2-TZVPD
C 0.067 -1.500 0.002
C 1.383 -1.005 -0.518
C -1.691 0.320 -0.479
C -2.897 0.422 0.092
C -0.382 -0.131 0.384
C 1.088 0.119 0.000
N 2.304 1.243 0.083
H 0.163 -2.243 0.980
H 2.353 -1.375 -0.850
H -0.586 -1.695 -0.785
H -1.634 0.818 -1.392
H -3.834 0.578 -0.515
H -3.156 0.227 1.203
H -0.744 -0.183 1.495
H 3.138 0.961 -0.495
H 2.515 1.320 1.062
H 1.916 2.124 -0.267
```

No. 3
Below is a structure of composition C6H10N2 at a distorted geometry, with properties calculated with ωB97M-V/def2-TZVPD.

Properties
- 2S+1: 1
- Gap between HOMO and LUMO (alpha / beta): 7.3 / 7.3 eV
- HOMO level (alpha / beta): -6.7 / -6.7 eV
- Lowest unoccupied orbital energy (alpha / beta): 0.7 / 0.7 eV
- E_tot: -343.93487 Ha
- ΔE to the lowest compared entry with this formula, charge and spin: 529.9 kJ/mol

XYZ file:
```
18
C6H10N2 | the OMol25 dataset | ωB97M-V/def2-TZVPD
C -0.509 0.897 -0.500
C -0.233 0.678 -1.960
C 1.256 0.277 0.484
C 0.125 -0.624 0.568
C -0.619 -0.569 1.857
C 0.106 -1.851 -0.101
N 2.287 0.775 0.132
N -0.538 0.430 2.632
H 2.429 1.410 -0.655
H -1.112 0.310 3.466
H -1.276 -1.430 2.013
H -1.539 0.684 -0.235
H -0.268 1.894 -0.128
H 0.771 -2.056 -0.926
H -0.358 -2.695 0.387
H -0.877 1.315 -2.571
H -0.445 -0.361 -2.227
H 0.800 0.915 -2.236
```

No. 4
Below is a cluster of 2 separate species, C6H10N2 in total at a distorted geometry, with properties calculated with ωB97M-V/def2-TZVPD.

Properties
- 2S+1: 1
- Gap between HOMO and LUMO: 9.4 eV
- HOMO level: -8.7 eV
- Lowest unoccupied orbital energy: 0.7 eV
- E_tot: -344.01636 Ha
- ΔE to the lowest compared entry with this formula, charge and spin: 316.0 kJ/mol

XYZ file:
```
18
C6H10N2 | the OMol25 dataset | ωB97M-V/def2-TZVPD
C 0.435 1.228 0.812
C 0.365 -0.128 1.147
C 1.188 -1.086 0.517
C 2.138 -0.687 -0.375
C 2.003 0.714 -0.786
C -1.474 -0.315 -0.626
H -0.055 2.017 1.350
H -0.266 -0.481 1.965
H 1.061 -2.087 0.930
H 2.621 -1.306 -1.085
H 2.793 1.020 -1.462
H -3.494 -0.120 -0.495
H -2.516 0.646 0.791
H -0.617 -0.083 0.006
H -1.790 -1.365 -0.584
H -1.089 -0.159 -1.698
N 1.330 1.694 -0.105
N -2.632 0.498 -0.301
```

No. 5
Below is an isolated molecule of C6H10N2 at a distorted geometry, with properties calculated with ωB97M-V/def2-TZVPD.

Properties
- 2S+1: 1
- Gap between HOMO and LUMO: 9.3 eV
- HOMO level: -8.2 eV
- Lowest unoccupied orbital energy: 1.2 eV
- E_tot: -343.99813 Ha
- ΔE to the lowest compared entry with this formula, charge and spin: 363.9 kJ/mol

XYZ file:
```
18
C6H10N2 | the OMol25 dataset | ωB97M-V/def2-TZVPD
C 2.913 -0.123 0.451
C -0.210 -0.741 -0.690
C -1.512 -1.223 -0.151
C -1.751 -0.117 0.860
C -1.480 1.239 0.039
C -0.275 0.806 -0.712
H 2.742 -0.335 1.527
H 3.848 -0.283 -0.086
H 0.407 -1.359 -1.458
H -1.406 -2.122 0.437
H -2.300 -1.469 -0.888
H -0.780 -0.075 1.582
H -2.771 -0.152 1.361
H -1.360 2.062 0.697
H -2.243 1.433 -0.692
H 0.211 1.370 -1.454
N 1.890 0.169 -0.227
N 0.617 0.100 0.255
```

No. 6
Below is an isolated molecule of C6H10N2 at a distorted geometry, with properties calculated with ωB97M-V/def2-TZVPD.

Properties
- 2S+1: 1
- Gap between HOMO and LUMO: 9.8 eV
- HOMO level: -8.9 eV
- Lowest unoccupied orbital energy: 1.0 eV
- E_tot: -344.05482 Ha
- ΔE to the lowest compared entry with this formula, charge and spin: 215.0 kJ/mol

XYZ file:
```
18
C6H10N2 | the OMol25 dataset | ωB97M-V/def2-TZVPD
C 1.395 -0.069 0.320
C 0.120 -0.858 0.008
C -1.045 0.168 -0.147
C -2.361 -0.085 0.595
C -0.377 1.461 -0.298
C 0.928 1.415 -0.016
H 3.407 0.035 -0.207
H 2.690 -1.487 -0.179
H 1.615 -0.015 1.384
H 0.304 -1.267 -1.008
H -0.136 -1.730 0.580
H -3.043 0.776 0.810
H -2.413 -0.970 1.311
H -2.161 -1.278 -1.133
H -0.814 2.379 -0.611
H 1.604 2.241 -0.050
N 2.565 -0.466 -0.439
N -2.281 -0.250 -0.921
```

No. 7
Below is an isolated molecule of C6H10N2 at a distorted geometry, with properties calculated with ωB97M-V/def2-TZVPD.

Properties
- 2S+1: 1
- Gap between HOMO and LUMO: 9.0 eV
- HOMO level: -8.0 eV
- Lowest unoccupied orbital energy: 1.0 eV
- E_tot: -343.86867 Ha
- ΔE to the lowest compared entry with this formula, charge and spin: 703.8 kJ/mol

XYZ file:
```
18
C6H10N2 | the OMol25 dataset | ωB97M-V/def2-TZVPD
C 0.385 -0.529 0.181
C 1.498 -1.117 -0.526
C 0.745 0.050 -1.038
C -0.766 1.433 0.037
C -1.079 -0.168 0.072
C -2.165 -0.936 -0.252
H 0.019 0.260 2.058
H 1.182 -0.823 2.048
H 1.656 -1.943 -1.146
H 2.490 -0.981 -0.093
H 0.048 -0.240 -1.882
H 1.628 1.661 -0.030
H -0.706 1.999 1.046
H -1.531 2.129 -0.682
H -2.995 -0.371 -0.594
H -1.960 -1.931 0.055
N 0.773 0.047 1.455
N 0.777 1.459 -0.709
```

No. 8
Below is an isolated molecule of C6H10N2 at a distorted geometry, with properties calculated with ωB97M-V/def2-TZVPD.

Properties
- 2S+1: 1
- Gap between HOMO and LUMO: 10.5 eV
- HOMO level: -9.5 eV
- Lowest unoccupied orbital energy: 1.0 eV
- E_tot: -344.08197 Ha
- ΔE to the lowest compared entry with this formula, charge and spin: 143.7 kJ/mol

XYZ file:
```
18
C6H10N2 | the OMol25 dataset | ωB97M-V/def2-TZVPD
C 1.265 -1.519 -0.411
C 0.725 -0.171 0.103
C 1.733 0.465 1.061
C -0.725 1.167 -0.870
C -1.797 -0.662 -0.049
C -0.608 -0.297 0.780
H 1.544 -2.163 0.421
H 0.525 -2.072 -1.001
H 2.083 -1.311 -1.074
H 1.301 1.363 1.512
H 1.996 -0.208 1.898
H 2.638 0.755 0.492
H -1.307 1.756 -1.583
H -1.580 -0.945 -1.084
H -2.700 -1.100 0.410
H -0.726 -0.496 1.877
N 0.456 0.756 -1.034
N -1.504 0.747 0.242
```

No. 9
Below is the ion C6H10N2 with charge +2 at a distorted geometry, with properties calculated with ωB97M-V/def2-TZVPD.

Properties
- 2S+1: 1
- Total charge: +2
- Gap between HOMO and LUMO (alpha / beta): 6.9 / 7.6 eV
- HOMO level (alpha / beta): -18.3 / -18.3 eV
- Lowest unoccupied orbital energy (alpha / beta): -11.5 / -10.7 eV
- E_tot: -343.20292 Ha
- ΔE to the lowest compared entry with this formula, charge and spin: 563.2 kJ/mol

XYZ file:
```
18
C6H10N2 | the OMol25 dataset | ωB97M-V/def2-TZVPD
C -0.782 0.676 1.287
C -0.823 -1.535 0.602
C 0.360 0.210 -0.375
C -2.235 -0.819 2.425
C 2.027 0.759 -2.237
C 1.199 1.176 -0.987
N -0.032 -1.026 -0.407
N -1.370 -0.549 1.444
H -0.894 1.485 1.971
H -1.180 -2.589 0.774
H -2.456 -1.922 2.571
H -2.701 0.012 3.102
H 1.251 0.295 -2.837
H 2.809 0.236 -1.827
H 2.193 1.692 -2.725
H 0.631 2.207 -1.309
H 1.884 1.272 -0.164
H 0.119 -1.580 -1.309
```

No. 10
Below is a structure of composition C6H10N2O at a distorted geometry, with properties calculated with ωB97M-V/def2-TZVPD.

Properties
- 2S+1: 1
- Gap between HOMO and LUMO: 9.8 eV
- HOMO level: -9.0 eV
- Lowest unoccupied orbital energy: 0.8 eV
- E_tot: -419.18497 Ha
- ΔE to the lowest compared entry with this formula, charge and spin: 529.1 kJ/mol

XYZ file:
```
19
C6H10N2O | the OMol25 dataset | ωB97M-V/def2-TZVPD
C 1.518 -0.382 -0.394
C 1.182 1.156 -0.378
C -0.220 1.297 -0.448
C -0.803 0.062 -0.306
C 0.221 -1.039 0.078
C -2.295 -0.288 -0.209
H 2.848 -1.588 0.186
H 2.766 -0.511 1.379
H 1.743 -0.941 -1.525
H 1.476 1.778 0.232
H 1.809 1.633 -1.138
H -1.041 2.376 -0.886
H 0.055 -1.978 -0.390
H 0.274 -0.935 0.967
H -4.035 -0.046 1.263
H -2.506 0.717 1.559
N 2.798 -0.640 0.270
N -3.001 0.247 0.836
O -2.790 -0.917 -1.096
```

No. 11
Below is a cluster of 2 separate species, C6H10N2O in total at a distorted geometry, with properties calculated with ωB97M-V/def2-TZVPD.

Properties
- 2S+1: 1
- Gap between HOMO and LUMO: 8.5 eV
- HOMO level: -9.3 eV
- Lowest unoccupied orbital energy: -0.8 eV
- E_tot: -419.25010 Ha
- ΔE to the lowest compared entry with this formula, charge and spin: 358.1 kJ/mol

XYZ file:
```
19
C6H10N2O | the OMol25 dataset | ωB97M-V/def2-TZVPD
C 0.008 -0.242 0.683
C -1.266 0.306 0.653
C 0.175 -1.742 0.538
C 1.012 0.410 1.603
C 0.343 0.538 -1.193
N -0.329 -0.310 -2.105
C -0.720 1.834 -1.049
O 1.524 0.822 -1.244
N -1.178 2.890 -1.150
H 0.229 -1.127 -2.325
H -0.774 0.176 -2.873
H -1.531 1.184 1.225
H -2.080 -0.193 0.146
H 1.123 -1.951 0.038
H 1.315 1.404 1.276
H 0.608 0.538 2.609
H -0.631 -2.190 -0.040
H 0.222 -2.213 1.521
H 1.952 -0.133 1.687
```

No. 12
Below is an isolated molecule of C6H10N2O at a distorted geometry, with properties calculated with ωB97M-V/def2-TZVPD.

Properties
- 2S+1: 1
- Gap between HOMO and LUMO: 10.0 eV
- HOMO level: -9.2 eV
- Lowest unoccupied orbital energy: 0.8 eV
- E_tot: -419.19536 Ha
- ΔE to the lowest compared entry with this formula, charge and spin: 501.8 kJ/mol

XYZ file:
```
19
C6H10N2O | the OMol25 dataset | ωB97M-V/def2-TZVPD
C -0.370 1.401 0.809
C -0.268 0.506 -0.233
C -1.500 0.237 -0.867
C -1.583 -1.079 0.005
C -0.011 -0.974 -0.060
C 1.851 -0.072 -0.132
H -1.508 1.564 1.065
H 0.292 2.437 0.702
H 0.064 0.953 1.824
H -1.278 0.013 -1.989
H -2.215 1.090 -0.793
H -2.096 -0.869 0.955
H -2.049 -2.048 -0.416
H 0.325 -1.610 -0.904
H 1.489 -1.796 1.123
H 3.557 0.462 -0.835
N 1.143 -0.772 0.820
N 3.104 -0.193 -0.322
O 1.052 0.750 -0.751
```

No. 13
Below is a structure of composition C6H10N2O2 at a distorted geometry, with properties calculated with ωB97M-V/def2-TZVPD.

Properties
- 2S+1: 1
- Gap between HOMO and LUMO: 7.4 eV
- HOMO level: -7.1 eV
- Lowest unoccupied orbital energy: 0.3 eV
- E_tot: -494.49166 Ha
- ΔE to the lowest compared entry with this formula, charge and spin: 399.2 kJ/mol

XYZ file:
```
20
C6H10N2O2 | the OMol25 dataset | ωB97M-V/def2-TZVPD
C 0.649 -1.038 -2.106
C -0.528 -1.625 0.619
C 0.435 1.349 0.653
C -1.218 0.741 0.767
C -0.325 -0.132 -1.418
C -0.539 -0.246 -0.013
N 1.288 1.109 1.683
O -0.571 1.015 -2.088
N -2.009 0.852 1.707
O 0.511 2.380 -0.006
H -0.285 1.812 -1.588
H 1.301 0.222 2.156
H 2.051 1.753 1.810
H -1.847 1.587 2.398
H 0.678 -0.804 -3.170
H 0.329 -2.073 -2.027
H 1.666 -0.974 -1.691
H -0.795 -1.579 1.674
H 0.458 -2.085 0.525
H -1.249 -2.264 0.114
```